[1]
Here is C7H10 in the gas phase from the Open Molecules 2025 dataset. Energies are from wB97M-V/def2-TZVPD.

As for the multiplicity: 1. The energy above the lowest of the compared OMol25 structures with the same formula, charge and spin comes out at 2.3575 eV. Its SMILES is C#C[C@@H]1[C@H](C)[C@@H]1C. The calculation puts the HOMO-LUMO gap at 0.3816 Eh.

Positions of all 17 atoms, in Å:
C1 1.84548 -0.56429 1.97508
C2 1.51806 -0.42809 0.82249
C3 1.11240 -0.28873 -0.55716
C4 0.08582 0.75380 -0.96723
C5 -0.47539 1.73173 0.04049
C6 -0.29354 -0.69670 -0.96785
C7 -1.28538 -1.23054 0.03937
H1 2.14350 -0.69049 2.99260
H2 1.91133 -0.46475 -1.27181
H3 0.26935 1.17671 -1.95326
H4 -0.03832 2.72284 -0.11671
H5 -1.56414 1.82457 -0.04612
H6 -0.23701 1.42840 1.06456
H7 -0.35222 -1.16830 -1.94758
H8 -2.30243 -0.92832 -0.23607
H9 -1.25662 -2.32409 0.08377
H10 -1.08088 -0.85375 1.04546

Cartesian forces (eV/Å) of the 6 atoms listed first:
-0.118 0.062 -0.423
0.102 -0.032 0.406
0.178 -0.061 0.048
-0.046 0.147 -0.068
0.001 0.008 0.053
-0.106 -0.061 -0.065

Results of the natural (NBO) charge analysis, in e, for atoms 1 through 5: -0.272, 0.014, -0.326, -0.196, -0.622

[2]
Here is C7H10 in the gas phase from the Open Molecules 2025 dataset. Energies are from wB97M-V/def2-TZVPD.

As for the multiplicity: 1. The energy above the lowest of the compared OMol25 structures with the same formula, charge and spin comes out at 2.2913 eV. Its SMILES is C1=CCC2(C1)CC2. The calculation puts the HOMO-LUMO gap at 0.3754 Eh.

Positions of all 17 atoms, in Å:
C1 1.67927 0.50663 0.39029
C2 1.57709 -0.64380 -0.27865
C3 0.33578 -0.61785 -1.17244
C4 -0.48804 0.19433 -0.18663
C5 0.45234 1.35270 0.11337
C6 -0.85731 -0.73313 0.90976
C7 -1.93530 0.06631 0.06075
H1 2.37877 0.73364 1.18836
H2 2.18953 -1.52638 -0.14011
H3 0.53312 -0.07522 -2.10878
H4 -0.09580 -1.59466 -1.41991
H5 0.53882 1.94003 -0.81554
H6 0.16702 2.03751 0.91964
H7 -0.70977 -1.80101 0.74580
H8 -0.57448 -0.44507 1.93382
H9 -2.44304 0.80093 0.67382
H10 -2.58212 -0.27106 -0.76369

Cartesian forces (eV/Å) of the 6 atoms listed first:
0.166 -0.170 0.042
0.607 0.097 -0.403
0.137 -0.029 -0.058
0.173 0.129 -0.070
-0.063 -0.048 0.078
-1.270 0.088 0.076

Results of the natural (NBO) charge analysis, in e, for atoms 1 through 5: -0.195, -0.180, -0.431, -0.064, -0.439

no.,DFT total energy (eV),LUMO energy (eV),HOMO energy (eV)
1,-7418.6772,1.0974,-9.29
2,-7418.7434,1.1793,-9.04